Computed, not measured: CH4GdO as an isolated structure, with ωB97M-V/def2-TZVPD.

The value obtained for the energy above the lowest of the compared OMol25 structures with the same formula, charge and spin is 1.351 eV.

```
! RIJCOSX wB97M-V def2-TZVPD def2/J DEFGRID3
* xyz 1 8
O -0.53 -1.50 -2.03
Gd -1.02 -1.81 -0.06
H 0.19 0.10 -0.91
C 0.55 0.90 -0.02
H -0.13 1.73 -0.24
H 0.60 0.78 1.07
H 1.62 1.05 -0.27
*
```